132
Properties=species:S:1:pos:R:3:mulliken_charge:R:1 method="wB97M-V/def2-TZVPD" orbital_gap_ev=6.42 multiplicity=1 e_tot_ev=-75059.2349 charge=+1 max_force_ev_per_a=3.1 homo_ev=-10.25
C 1.986 -5.223 -0.837 -1.058
C 0.764 -6.071 -0.332 -0.246
C 0.262 -5.470 1.021 -1.055
C -0.890 -4.442 0.903 -0.332
O -0.696 -3.420 -0.110 -0.590
C -1.368 -3.675 -1.237 0.053
C -0.688 -3.909 -2.456 0.316
N -1.315 -4.154 -3.574 1.037
C -0.487 -4.333 -4.806 -0.812
C -0.561 -3.100 -5.759 -0.713
C 0.604 -2.091 -5.559 -0.022
C 0.573 -1.411 -4.147 -0.542
N -2.608 -4.267 -3.783 -1.137
C -3.279 -4.051 -2.667 1.110
C -4.812 -4.177 -2.840 -0.449
C -5.268 -5.679 -2.853 -0.701
C -5.632 -6.261 -1.467 -0.206
C -7.024 -5.837 -0.979 0.366
O -7.992 -5.834 -1.640 -0.451
O -7.141 -5.462 0.377 -0.489
C -2.786 -3.729 -1.368 -0.303
C -3.678 -3.453 -0.172 -0.303
C -4.203 -1.956 -0.329 -0.947
C -4.296 -1.230 1.042 -0.761
C -2.887 -1.023 1.602 0.335
O -2.575 -1.528 2.638 -0.445
O -2.030 -0.232 0.917 -0.392
H 2.927 -5.743 -0.579 0.372
H 2.009 -5.052 -1.928 0.252
H 2.011 -4.250 -0.312 0.259
H -0.050 -6.171 -1.073 0.124
H 1.152 -7.093 -0.162 0.497
H -0.142 -6.320 1.612 0.402
H 1.143 -5.102 1.573 0.417
H -1.005 -3.973 1.900 0.372
H -1.822 -5.022 0.756 0.241
H 0.405 -3.878 -2.452 0.281
H -0.829 -5.242 -5.329 0.476
H 0.569 -4.481 -4.526 0.273
H -0.460 -3.506 -6.786 0.357
H -1.536 -2.584 -5.724 0.342
H 0.445 -1.272 -6.288 -0.172
H 1.581 -2.543 -5.806 0.389
H 1.298 -1.926 -3.490 0.154
H 0.841 -0.341 -4.200 0.345
H -0.460 -1.451 -3.749 0.084
H -5.040 -3.788 -3.853 0.522
H -5.371 -3.538 -2.143 0.159
H -6.126 -5.742 -3.547 0.434
H -4.457 -6.288 -3.296 0.347
H -5.670 -7.365 -1.586 0.363
H -4.875 -6.069 -0.690 0.187
H -6.999 -4.500 0.368 0.304
H -3.142 -3.475 0.790 0.686
H -4.573 -4.090 -0.152 -0.770
H -5.174 -1.892 -0.843 0.435
H -3.428 -1.419 -0.913 0.516
H -4.990 -1.725 1.736 0.301
H -4.717 -0.222 0.834 0.484
H -1.127 -0.614 0.966 0.434
C 1.546 0.532 2.327 0.061
O 0.680 -0.250 1.960 -0.640
N 1.674 1.797 1.900 0.256
C 2.731 2.670 2.383 -0.823
C 0.725 2.309 0.926 -0.931
H 2.312 0.244 3.064 0.302
H 2.285 3.543 2.862 0.280
H 3.344 2.992 1.539 0.264
H 3.361 2.155 3.105 0.301
H -0.285 2.248 1.336 0.263
H 0.769 1.699 0.021 0.238
H 0.959 3.343 0.682 0.402
C 0.236 1.807 -7.165 0.113
O 0.002 0.840 -6.453 -0.665
N 0.095 1.838 -8.502 0.100
C 0.395 3.028 -9.277 -0.948
C -0.372 0.647 -9.188 -0.869
H 0.594 2.759 -6.746 0.281
H -0.503 3.349 -9.809 0.357
H 1.181 2.799 -10.000 0.352
H 0.732 3.834 -8.629 0.293
H -1.356 0.369 -8.807 0.277
H 0.319 -0.177 -8.997 0.255
H -0.433 0.829 -10.259 0.376
C 2.778 5.588 6.158 0.257
O 3.386 4.723 5.546 -0.648
N 1.432 5.660 6.259 0.126
C 0.777 6.718 7.003 -0.941
C 0.621 4.652 5.604 -0.884
H 3.296 6.400 6.691 0.281
H 0.180 6.279 7.806 0.348
H 0.123 7.282 6.334 0.329
H 1.512 7.394 7.435 0.302
H 0.880 3.666 5.995 0.323
H 0.823 4.662 4.530 0.176
H -0.435 4.846 5.778 0.371
C -1.432 0.096 7.255 0.223
O -1.142 0.471 8.373 -0.609
N -1.848 -1.150 6.936 0.178
C -2.176 -1.523 5.573 -0.910
C -1.968 -2.140 7.991 -0.974
H -1.375 0.768 6.381 0.201
H -3.218 -1.848 5.529 0.330
H -1.527 -2.343 5.257 0.368
H -2.038 -0.682 4.899 0.179
H -2.678 -1.787 8.741 0.306
H -0.998 -2.279 8.471 0.309
H -2.312 -3.087 7.580 0.365
C 3.216 2.494 -5.026 0.153
O 2.779 3.485 -5.580 -0.624
N 3.377 2.353 -3.693 0.138
C 3.906 1.138 -3.106 -0.909
C 3.007 3.455 -2.822 -0.943
H 3.526 1.601 -5.595 0.303
H 3.166 0.714 -2.422 0.286
H 4.818 1.370 -2.553 0.367
H 4.136 0.407 -3.879 0.306
H 1.949 3.686 -2.958 0.302
H 3.590 4.339 -3.086 0.315
H 3.194 3.192 -1.783 0.333
C 5.650 8.511 6.753 0.109
O 4.747 7.857 7.243 -0.596
N 5.927 8.578 5.436 0.130
C 7.020 9.377 4.917 -0.925
C 5.100 7.823 4.508 -0.889
H 6.333 9.116 7.371 0.235
H 6.625 10.126 4.227 0.328
H 7.721 8.730 4.386 0.330
H 7.544 9.882 5.727 0.299
H 4.062 8.150 4.598 0.280
H 5.151 6.761 4.755 0.283
H 5.444 7.978 3.487 0.361